Record 1
One molecule with the formula CH4N2Si at a distorted geometry. Source: the Open Molecules 2025 dataset; level of theory: ωB97M-V with the def2-TZVPD basis set.

```
8
Properties=species:S:1:pos:R:3:forces:R:3
C -1.0165 0.5335 -0.1032 -2.23 3.73 -2.27
N -0.2148 0.1563 -1.2101 0.08 -1.47 -0.85
N 0.2918 1.2005 -0.2176 -0.23 1.16 0.82
Si 1.1558 -0.3036 -0.1890 -0.26 -0.22 -1.12
H -1.9559 1.2340 -0.3811 2.34 -1.42 0.62
H -1.3260 -0.1782 0.5784 0.04 -1.43 1.93
H 1.0120 -0.9086 1.1037 -0.02 -0.73 0.46
H 2.2642 -0.6907 -1.0782 0.26 0.36 0.41
```
Positions in Å, forces in eV/Å.

Summary:
**Orbital gap**: 9.38 eV
**Energy relative to the best compared isomer or geometry (same formula, charge and spin)**: 3.216 eV
**Total energy**: -439.37968 hartree
**HOMO level**: -0.328 Eh
**Charge**: 0

Löwdin atomic charge list, values in e, 2 entries: -0.3677, -0.1597



Record 2
C6H10Cl2Ga as an isolated structure at a distorted geometry. Source: the Open Molecules 2025 dataset; level of theory: ωB97M-V with the def2-TZVPD basis set.

```
19
Properties=species:S:1:pos:R:3:forces:R:3
C -1.3330 -0.2052 -2.9965 -0.88 -0.12 0.02
C -0.7355 0.6937 -2.4379 0.19 1.08 1.31
C -0.0757 1.7493 -1.5046 -0.60 -1.11 -1.23
Ga 1.5195 0.8655 -0.4718 0.40 0.15 -0.53
C 0.9702 -0.9224 0.4564 -0.95 0.08 -0.21
Cl 0.8953 -2.1671 -0.9179 0.85 0.29 0.77
C -0.5056 -0.7462 1.0594 0.78 0.83 0.55
C -0.5250 -0.7656 2.6455 -0.60 0.78 -0.90
Cl -1.7691 -1.8825 0.3335 0.29 0.62 0.95
H -2.0725 -0.9498 -3.3668 1.41 1.05 0.39
H 0.3878 2.5760 -2.1209 -0.62 -0.83 0.70
H -0.8592 2.1592 -0.8087 0.63 -0.30 -0.85
H 2.6493 0.6124 -1.6083 -0.14 -0.12 0.19
H 2.1371 1.9272 0.5767 -0.23 -0.02 0.23
H 1.7320 -1.2356 1.2270 -1.06 -0.15 -0.80
H -0.8532 0.2930 0.7656 0.11 -1.42 0.19
H -1.5664 -0.4302 2.9501 1.21 -0.61 -0.10
H -0.2697 -1.7624 3.0926 -0.16 0.99 -0.48
H 0.1830 0.0636 2.9664 -0.63 -1.18 -0.22
```
Positions in Å, forces in eV/Å.

Summary:
**Orbital gap**: 8.09 eV
**Total energy**: -3079.70756 hartree
**HOMO level**: -0.172 Eh
**Charge**: -1

Löwdin atomic charge list, values in e, 2 entries: -0.0080, -0.2652



Record 3
C30H27N4O2RuS as an isolated structure. Source: the Open Molecules 2025 dataset; level of theory: ωB97M-V with the def2-TZVPD basis set.

```
65
Properties=species:S:1:pos:R:3:forces:R:3
Ru -0.4547 1.1525 0.3124 0.10 -0.07 0.00
C -3.1561 0.8893 -0.7616 -0.03 0.01 -0.03
C -3.2071 -0.1252 -1.7171 0.03 -0.01 -0.01
C -3.3696 -1.4391 -1.3176 -0.02 -0.01 0.02
C -3.4733 -1.7532 0.0373 -0.09 0.03 -0.01
C -3.4239 -0.7511 0.9896 -0.04 0.02 -0.02
C -3.2716 0.5778 0.5913 0.04 -0.01 -0.01
H -3.0768 1.9249 -1.0600 -0.01 0.03 -0.03
H -3.1147 0.1148 -2.7690 -0.02 0.00 0.02
H -3.4116 -2.2270 -2.0590 -0.01 0.00 0.00
H -3.5982 -2.7836 0.3450 0.00 0.01 0.00
H -3.5064 -0.9973 2.0402 0.00 0.00 0.02
H -3.2910 1.3779 1.3194 -0.02 0.00 0.00
C -2.0629 1.5972 3.7604 0.01 -0.01 0.01
C -0.6117 1.4300 4.1093 0.01 0.00 -0.01
C -0.0832 2.0724 5.2236 0.01 0.00 0.01
C 1.2559 1.9487 5.5491 -0.01 0.00 0.00
C 2.0858 1.1702 4.7577 0.00 0.00 0.00
C 1.5918 0.5128 3.6399 0.00 0.00 0.00
C 2.4998 -0.3182 2.7782 -0.01 0.00 0.00
C 0.2346 0.6500 3.3222 0.01 0.00 0.03
N -0.2354 0.0307 2.1245 -0.07 0.07 -0.08
C -0.3769 -1.3244 2.1424 0.14 -0.01 0.02
O -0.3930 -2.0498 3.1206 -0.05 0.00 0.00
C -0.4213 -1.9220 0.7560 0.01 -0.01 -0.01
C -0.4574 -3.2748 0.4673 0.02 0.00 0.01
C -0.3564 -3.6546 -0.8666 0.01 0.00 0.00
C -0.1967 -2.6978 -1.8637 0.01 -0.01 0.01
C -0.1740 -1.3686 -1.4822 0.02 0.01 0.02
N -0.3052 -1.0326 -0.2119 0.06 -0.03 -0.03
C 0.1132 -0.2001 -2.3959 -0.01 -0.01 -0.02
O 0.3325 -0.3861 -3.5795 0.00 0.00 0.00
N 0.1440 0.9862 -1.7299 -0.03 0.03 0.10
C 0.7613 2.0915 -2.3932 0.01 0.01 -0.04
C 0.0056 3.0451 -3.0736 0.01 -0.01 0.00
C -1.4856 2.9209 -3.2038 -0.01 -0.01 0.01
C 0.6647 4.1308 -3.6428 0.00 0.00 0.00
C 2.0374 4.2655 -3.5426 0.01 0.00 0.00
C 2.7774 3.2996 -2.8773 0.00 0.00 0.00
C 2.1546 2.2035 -2.3000 -0.02 0.01 0.01
C 2.9542 1.1588 -1.5753 0.00 -0.01 -0.01
H -2.6232 1.9625 4.6201 0.00 0.00 0.00
H -2.4994 0.6519 3.4394 -0.02 -0.01 0.01
H -2.1919 2.3253 2.9545 0.00 0.00 0.00
H -0.7374 2.6762 5.8412 0.00 0.00 0.00
H 1.6537 2.4574 6.4176 0.00 0.00 0.00
H 3.1358 1.0711 5.0062 0.00 0.00 0.00
H 3.5351 -0.2146 3.0995 0.00 0.00 0.00
H 2.4358 -0.0173 1.7288 0.01 0.00 0.00
H 2.2331 -1.3761 2.8309 0.00 0.00 0.00
H -0.5409 -3.9888 1.2743 0.00 0.00 0.00
H -0.3763 -4.7046 -1.1286 0.00 0.00 0.00
H -0.0726 -2.9537 -2.9064 0.00 0.00 0.00
H -1.7856 1.8792 -3.3147 0.01 0.02 0.00
H -1.8371 3.4730 -4.0747 0.00 0.00 0.00
H -1.9859 3.3375 -2.3264 -0.01 -0.01 0.02
H 0.0852 4.8740 -4.1776 0.00 0.00 0.00
H 2.5338 5.1170 -3.9898 0.00 0.00 0.00
H 3.8541 3.3950 -2.8043 0.00 0.00 0.00
H 4.0150 1.4041 -1.5955 0.00 0.00 0.00
H 2.8247 0.1738 -2.0293 0.00 0.00 0.00
H 2.6449 1.0779 -0.5289 0.00 0.00 0.00
S 0.8917 3.2024 1.0049 -0.03 0.00 0.02
C -0.7079 3.5506 0.6937 0.04 0.01 -0.03
N -1.8476 3.6061 0.4397 -0.02 -0.01 0.02
```
Positions in Å, forces in eV/Å.

Summary:
**Orbital gap (spin up / spin down)**: 7.64 / 6.51 eV
**Multiplicity**: 6
**Energy relative to the best compared isomer or geometry (same formula, charge and spin)**: 0.015 eV
**Total energy**: -2021.96923 hartree
**HOMO level (spin up / spin down)**: -0.294 / -0.319 Eh
**Charge**: 0

Löwdin atomic charge list, values in e, 2 entries: 1.4053, -0.1352